7
Properties=species:S:1:pos:R:3 method="wB97M-V/def2-TZVPD" total_energy_ev=-15455.967 lumo_ev=0.44 homo_ev=-9.71 largest_force_ha_per_bohr=0.0957 relative_energy_ev=2.8421 gap_ev=10.16
C 1.310 -0.291 0.099
N -1.302 0.786 -0.051
O 2.434 -0.566 -0.166
S 0.385 1.177 0.109
H 0.253 -1.489 0.145
H -1.727 0.281 0.650
H -1.352 0.101 -0.786



61
Properties=species:S:1:pos:R:3 method="wB97M-V/def2-TZVPD" total_energy_ev=-33963.805 lumo_ev=0.69 homo_ev=-8.22 largest_force_ha_per_bohr=0.0129 relative_energy_ev=0.2645 gap_ev=8.92
C 4.465 1.882 0.665
C 4.752 0.523 0.033
C 4.386 -0.634 0.965
C 2.872 -0.764 1.131
C 2.517 -1.990 1.964
C 2.220 -0.838 -0.249
N 2.560 0.334 -1.032
C 1.755 0.470 -2.230
C 0.367 1.022 -1.904
C 0.478 2.359 -1.169
N -0.787 2.788 -0.612
C -1.103 2.545 0.672
O -0.310 2.112 1.488
C -2.534 2.906 1.071
C -3.603 2.090 0.312
C -3.014 0.882 -0.411
O -2.830 0.955 -1.613
N -2.706 -0.221 0.319
C -2.841 -0.337 1.758
C -1.472 -0.663 2.352
O -1.008 -1.906 1.872
C -1.259 -2.159 0.557
C -0.660 -3.298 0.025
C -0.865 -3.652 -1.292
C -1.687 -2.875 -2.090
C -2.298 -1.749 -1.572
C -2.083 -1.364 -0.252
C 3.985 0.371 -1.284
H 4.953 1.963 1.634
H 4.836 2.680 0.025
H 3.397 2.019 0.796
H 5.824 0.464 -0.189
H 4.858 -0.491 1.939
H 4.773 -1.566 0.542
H 2.488 0.127 1.635
H 2.863 -2.898 1.472
H 1.442 -2.061 2.104
H 2.989 -1.932 2.943
H 1.137 -0.886 -0.133
H 2.542 -1.766 -0.762
H 2.260 1.174 -2.898
H 1.648 -0.488 -2.768
H -0.208 1.138 -2.824
H -0.172 0.316 -1.273
H 0.847 3.136 -1.843
H 1.175 2.241 -0.338
H -1.527 2.969 -1.274
H -2.684 3.971 0.886
H -2.606 2.743 2.148
H -4.413 1.796 0.980
H -4.039 2.703 -0.479
H -3.536 -1.158 1.979
H -3.217 0.579 2.200
H -0.759 0.132 2.100
H -1.530 -0.762 3.438
H -0.032 -3.884 0.676
H -0.387 -4.533 -1.691
H -1.863 -3.146 -3.119
H -2.940 -1.153 -2.196
H 4.203 1.227 -1.929
H 4.329 -0.544 -1.804



9
Properties=species:S:1:pos:R:3 method="wB97M-V/def2-TZVPD" total_energy_ev=-5691.929 lumo_ev=0.90 homo_ev=-9.98 largest_force_ha_per_bohr=0.0279 relative_energy_ev=1.3008 gap_ev=10.87
N 1.236 0.102 -0.372
C -0.263 0.147 -0.430
C -0.794 0.017 0.974
O -1.871 -0.441 1.244
H 1.466 -0.813 0.018
H 1.547 -0.017 -1.340
H -0.691 -0.574 -1.122
H -0.513 1.171 -0.727
H -0.116 0.409 1.756



65
Properties=species:S:1:pos:R:3 method="wB97M-V/def2-TZVPD" total_energy_ev=-38333.280 lumo_ev=2.30 homo_ev=-5.51 largest_force_ha_per_bohr=0.0916 relative_energy_ev=4.6867 charge=-1 gap_ev=7.81
B -11.926 -0.473 13.514
H -12.411 0.154 14.245
H -12.574 -1.050 12.872
H -11.332 0.128 12.842
H -11.227 -1.172 13.948
C -17.713 4.553 13.544
C -18.090 3.139 14.147
O -19.217 2.566 13.399
O -18.758 5.467 13.913
H -17.603 4.524 12.460
H -16.815 4.938 14.027
H -18.309 3.160 15.214
H -17.296 2.425 13.926
H -20.008 3.084 13.568
H -18.812 5.455 14.871
C -16.856 -2.151 17.719
C -15.494 -2.633 17.278
O -14.582 -1.726 17.669
O -16.873 -1.988 19.100
H -17.607 -2.929 17.582
H -17.164 -1.319 17.087
H -15.311 -2.703 16.206
H -15.273 -3.589 17.752
H -14.212 -1.387 16.850
H -15.999 -1.698 19.373
C -8.271 3.756 16.709
C -7.536 4.336 18.006
O -8.339 4.349 19.195
O -8.038 2.337 16.584
H -7.796 4.257 15.865
H -9.344 3.887 16.853
H -7.239 5.360 17.776
H -6.594 3.865 18.286
H -8.775 5.203 19.211
H -8.736 1.847 16.144
C -6.987 2.109 10.499
C -6.841 0.618 10.163
O -6.985 -0.168 11.333
O -5.858 2.543 11.236
H -7.975 2.212 10.949
H -7.091 2.584 9.523
H -5.837 0.467 9.766
H -7.633 0.280 9.496
H -7.843 -0.006 11.732
H -5.885 2.095 12.085
C -9.463 -7.826 12.498
C -9.299 -6.276 12.294
O -8.081 -5.963 11.740
O -9.595 -8.505 11.256
H -10.433 -7.976 12.972
H -8.673 -8.346 13.038
H -9.481 -5.869 13.289
H -10.064 -5.991 11.572
H -7.800 -5.073 11.963
H -8.751 -8.477 10.800
C -13.073 0.740 8.514
C -14.258 1.532 9.118
O -13.797 1.991 10.394
O -12.728 -0.504 9.166
H -12.224 1.418 8.608
H -13.300 0.491 7.478
H -15.143 0.915 9.269
H -14.500 2.378 8.474
H -13.479 1.291 10.969
H -12.674 -0.336 10.109



21
Properties=species:S:1:pos:R:3 method="wB97M-V/def2-TZVPD" total_energy_ev=-8949.487 lumo_ev=4.34 homo_ev=-2.84 largest_force_ha_per_bohr=0.0199 relative_energy_ev=0.1680 charge=-1 gap_ev=7.18
C -1.416 1.007 2.545
C -1.561 -0.448 2.121
N -1.829 -0.677 0.687
H -2.394 1.493 2.590
H -0.940 1.091 3.527
H -0.743 1.460 1.808
H -0.640 -1.007 2.293
H -2.375 -0.936 2.674
H -1.035 -0.236 0.165
H -2.671 -0.184 0.404
C 1.682 0.709 -0.768
O 0.549 0.671 -0.022
C 1.433 0.224 -2.218
C 1.173 -1.256 -2.299
H 2.510 0.071 -0.352
H 2.137 1.722 -0.837
H 2.303 0.505 -2.832
H 0.547 0.794 -2.512
H 0.803 -1.612 -3.271
H 0.400 -1.526 -1.575
H 2.067 -1.865 -2.128



25
Properties=species:S:1:pos:R:3 method="wB97M-V/def2-TZVPD" total_energy_ev=-27406.139 lumo_ev=0.45 homo_ev=-9.29 largest_force_ha_per_bohr=0.1481 relative_energy_ev=5.7169 gap_ev=9.74
C 0.104 -1.982 0.776
C 2.381 0.709 -0.763
C 2.378 0.646 1.287
C 1.336 0.153 0.253
C -3.319 -0.906 -0.478
C 1.065 -1.373 -0.087
C -0.022 0.873 0.312
N -0.681 -2.504 1.418
N -1.067 0.323 -0.576
O -2.662 0.872 1.391
O 3.256 1.135 0.270
O -0.948 0.838 -1.896
S -2.813 0.824 -0.048
H 2.773 -0.091 -1.387
H 1.889 1.539 -1.361
H 2.216 1.324 2.137
H 2.961 -0.256 1.694
H -4.393 -0.918 -0.244
H -2.656 -1.369 0.054
H -3.267 -0.979 -1.586
H 1.968 -2.002 -0.044
H 0.698 -1.328 -1.069
H -0.441 0.720 1.295
H -0.002 1.956 0.315
H -0.753 1.798 -1.664



52
Properties=species:S:1:pos:R:3 method="wB97M-V/def2-TZVPD" total_energy_ev=-29281.582 lumo_ev=0.83 homo_ev=-9.04 largest_force_ha_per_bohr=0.0120 relative_energy_ev=0.7204 gap_ev=9.87
C 3.050 1.359 1.402
C 3.258 -0.048 1.965
C 3.120 -0.040 3.483
O 2.302 -0.985 1.489
C 2.321 -1.226 0.102
C 1.619 -2.556 -0.205
C 0.435 -2.821 0.730
N -0.408 -1.663 0.917
C -1.751 -1.731 0.861
O -2.354 -2.696 0.435
C -2.504 -0.483 1.340
C -1.809 0.273 2.471
C -0.987 1.336 1.757
O -0.080 1.992 2.225
N -1.453 1.436 0.495
C -1.022 2.463 -0.417
C -0.104 1.938 -1.534
C -0.844 1.103 -2.540
C -1.650 1.712 -3.494
C -2.363 0.953 -4.404
C -2.281 -0.429 -4.372
C -1.479 -1.047 -3.428
C -0.764 -0.285 -2.521
C -2.574 0.567 0.218
H 2.046 1.707 1.636
H 3.766 2.036 1.860
H 3.201 1.382 0.325
H 4.264 -0.406 1.682
H 2.159 0.387 3.755
H 3.911 0.555 3.929
H 3.177 -1.055 3.867
H 1.810 -0.409 -0.429
H 3.357 -1.262 -0.266
H 2.322 -3.380 -0.084
H 1.292 -2.541 -1.245
H 0.826 -3.129 1.706
H -0.194 -3.619 0.330
H 0.061 -0.871 1.331
H -3.504 -0.824 1.612
H -1.196 -0.353 3.119
H -2.537 0.789 3.102
H -0.470 3.195 0.181
H -1.903 2.944 -0.855
H 0.340 2.802 -2.032
H 0.700 1.359 -1.076
H -1.715 2.791 -3.525
H -2.985 1.441 -5.140
H -2.840 -1.022 -5.080
H -1.413 -2.124 -3.392
H -0.149 -0.773 -1.780
H -2.492 0.120 -0.774
H -3.514 1.135 0.265



21
Properties=species:S:1:pos:R:3 method="wB97M-V/def2-TZVPD" total_energy_ev=-80597.966 lumo_ev="3.01 / -1.92" homo_ev="-9.78 / -9.77" spin_multiplicity=6 largest_force_ha_per_bohr=0.1119 relative_energy_ev=1.3345 charge=-1 gap_ev="12.79 / 7.86"
Fe -25.091 8.009 -23.644
B -24.262 7.049 -21.340
F -23.791 8.186 -20.778
F -23.877 5.980 -20.597
F -25.496 7.110 -21.702
F -23.666 7.101 -22.624
B -25.232 10.352 -22.970
F -24.041 9.698 -23.148
F -25.257 11.212 -21.931
F -25.552 11.023 -24.169
F -26.178 9.370 -22.684
B -23.915 7.252 -25.844
F -22.670 6.851 -25.676
F -24.124 8.510 -25.441
F -24.323 7.117 -27.103
F -24.646 6.454 -25.038
B -27.361 6.962 -24.803
F -27.016 5.924 -25.598
F -26.808 6.803 -23.599
F -26.811 8.147 -25.225
F -28.710 6.970 -24.671



93
Properties=species:S:1:pos:R:3 method="wB97M-V/def2-TZVPD" total_energy_ev=-107114.458 lumo_ev=2.21 homo_ev=-5.18 largest_force_ha_per_bohr=0.0722 charge=-1 gap_ev=7.38
C 6.246 0.221 -0.745
C 6.688 1.706 -0.473
O 5.727 2.542 -1.107
C 4.637 2.860 -0.213
Ga 2.778 2.745 -1.075
S 1.799 0.711 -0.368
O 2.620 -0.471 -0.731
O 1.702 0.805 1.121
F 0.243 0.555 -1.009
H 6.040 0.183 -1.830
H 5.331 -0.025 -0.187
H 7.104 -0.427 -0.492
H 6.741 1.870 0.620
H 7.694 1.910 -0.884
H 4.640 2.179 0.662
H 4.773 3.920 0.092
H 2.762 2.875 -2.663
H 1.895 3.928 -0.431
C -1.334 6.722 1.671
C -0.396 7.109 0.541
O -0.389 6.178 -0.521
C -1.620 5.963 -1.182
C -2.198 7.215 -1.821
H -1.071 5.737 2.060
H -1.272 7.448 2.485
H -2.374 6.677 1.344
H 0.625 7.141 0.924
H -0.619 8.116 0.169
H -2.342 5.504 -0.498
H -1.421 5.226 -1.960
H -2.423 7.987 -1.082
H -3.124 6.978 -2.349
H -1.489 7.641 -2.534
C -3.709 -2.982 -1.546
C -4.277 -1.995 -2.551
O -3.936 -0.650 -2.281
C -2.544 -0.348 -2.271
C -1.849 -0.636 -3.589
H -4.042 -2.732 -0.536
H -4.036 -3.997 -1.784
H -2.618 -2.977 -1.541
H -5.367 -2.045 -2.519
H -3.984 -2.264 -3.573
H -2.050 -0.869 -1.447
H -2.463 0.717 -2.053
H -1.893 -1.695 -3.854
H -0.799 -0.349 -3.530
H -2.321 -0.076 -4.400
C 7.706 -4.516 -0.271
C 8.216 -3.615 0.841
O 7.189 -2.945 1.546
C 6.238 -3.764 2.202
C 6.843 -4.682 3.251
H 7.109 -3.941 -0.982
H 8.543 -4.974 -0.802
H 7.075 -5.320 0.112
H 8.843 -2.836 0.406
H 8.853 -4.174 1.537
H 5.659 -4.335 1.468
H 5.536 -3.084 2.686
H 7.551 -5.391 2.817
H 6.058 -5.256 3.748
H 7.380 -4.100 4.002
C -6.704 -8.008 -4.249
C -5.725 -7.251 -3.367
O -5.231 -6.062 -3.954
C -6.198 -5.080 -4.286
C -6.998 -4.584 -3.095
H -6.241 -8.257 -5.206
H -7.018 -8.932 -3.760
H -7.600 -7.422 -4.461
H -4.854 -7.882 -3.181
H -6.166 -7.037 -2.388
H -6.861 -5.452 -5.075
H -5.646 -4.243 -4.717
H -7.577 -5.382 -2.628
H -7.695 -3.803 -3.404
H -6.332 -4.175 -2.334
C -1.145 3.037 3.785
C -0.632 3.901 4.924
O -1.659 4.567 5.648
C -2.617 3.735 6.274
C -2.024 2.778 7.293
H -1.731 3.638 3.086
H -0.311 2.585 3.246
H -1.787 2.230 4.141
H 0.007 4.684 4.515
H -0.006 3.316 5.606
H -3.198 3.193 5.520
H -3.316 4.405 6.778
H -1.321 2.079 6.838
H -2.814 2.194 7.769
H -1.484 3.330 8.065



75
Properties=species:S:1:pos:R:3 method="wB97M-V/def2-TZVPD" total_energy_ev=-42903.942 lumo_ev=-0.31 homo_ev=-9.73 largest_force_ha_per_bohr=0.0215 relative_energy_ev=0.9563 gap_ev=9.42
C 3.722 1.030 0.285
O 3.417 1.942 -0.760
H 4.597 1.378 0.845
H 2.923 0.902 1.021
H 3.965 0.075 -0.173
H 3.284 2.817 -0.379
C -1.666 3.539 -1.246
O -0.537 4.399 -1.377
H -2.082 3.209 -2.201
H -1.378 2.631 -0.719
H -2.459 4.030 -0.677
H -0.788 5.203 -1.836
C 0.902 1.942 -3.298
O 1.353 0.728 -3.873
H 1.262 2.019 -2.275
H 1.243 2.836 -3.831
H -0.190 2.035 -3.285
H 1.077 0.717 -4.796
C -2.269 -0.263 -3.144
C -2.915 -1.457 -2.464
O -2.857 -1.402 -1.030
H -2.450 0.635 -2.548
H -2.713 -0.112 -4.130
H -1.186 -0.347 -3.266
H -2.452 -2.390 -2.802
H -3.973 -1.511 -2.734
H -2.016 -1.836 -0.807
C 2.228 -3.892 1.772
C 1.344 -4.482 2.850
O 0.209 -3.633 3.059
H 2.435 -2.846 2.010
H 1.682 -3.866 0.828
H 3.158 -4.446 1.683
H 1.887 -4.600 3.793
H 1.020 -5.493 2.578
H -0.230 -3.903 3.870
C -0.031 0.229 0.248
C 0.590 -1.163 0.294
O -0.027 -1.965 -0.711
H 0.294 0.847 1.087
H -1.119 0.146 0.296
H 0.226 0.699 -0.701
H 0.433 -1.669 1.245
H 1.673 -1.125 0.165
H 0.381 -1.842 -1.582
O 1.727 -0.449 3.443
H 0.821 -0.694 3.237
H 1.737 0.524 3.404
O -1.082 -4.404 0.487
H -0.699 -3.731 -0.096
H -0.795 -4.157 1.382
O -0.477 -3.788 -4.108
H -0.263 -4.706 -4.302
H 0.374 -3.355 -3.923
O 1.534 -1.953 -3.126
H 2.429 -2.214 -3.368
H 1.488 -0.995 -3.325
O -4.377 1.148 -0.734
H -3.935 1.673 -0.050
H -3.858 0.328 -0.785
O 1.070 3.883 0.821
H 0.354 3.786 1.480
H 0.582 4.023 -0.019
O -0.922 0.838 3.716
H -0.779 0.749 4.668
H -1.690 0.285 3.528
O -0.689 3.473 2.963
H -0.300 3.934 3.713
H -0.645 2.519 3.194
O 2.096 2.425 3.408
H 2.143 3.155 4.033
H 1.739 2.814 2.590
O -3.382 1.851 1.860
H -2.788 2.345 2.444
H -3.379 0.946 2.184



60
Properties=species:S:1:pos:R:3 method="wB97M-V/def2-TZVPD" total_energy_ev=-46751.592 lumo_ev=0.42 homo_ev=-10.54 largest_force_ha_per_bohr=0.0960 relative_energy_ev=2.6298 gap_ev=10.96
C 27.273 4.376 -10.561
O 27.196 5.607 -11.280
C 26.296 6.477 -11.239
O 25.233 6.389 -10.615
O 26.584 7.397 -12.166
C 25.735 8.522 -12.232
H 27.202 4.508 -9.481
H 28.243 3.976 -10.857
H 26.499 3.724 -10.965
H 25.478 8.856 -11.227
H 24.763 8.338 -12.690
H 26.264 9.346 -12.711
C 28.221 2.438 -18.566
O 29.359 3.223 -18.254
C 29.996 3.768 -19.285
O 29.747 3.612 -20.516
O 31.027 4.483 -18.789
C 31.949 5.109 -19.672
H 28.385 1.845 -19.466
H 27.363 3.080 -18.764
H 28.048 1.751 -17.738
H 32.346 4.348 -20.343
H 32.702 5.488 -18.981
H 31.532 5.834 -20.371
C 19.437 10.445 -20.175
O 20.708 9.878 -20.310
C 21.453 9.762 -19.194
O 21.043 10.030 -18.071
O 22.476 9.014 -19.567
C 23.109 8.122 -18.635
H 18.817 10.423 -21.071
H 19.446 11.427 -19.703
H 18.893 9.848 -19.442
H 22.759 7.099 -18.776
H 22.762 8.258 -17.611
H 24.185 8.195 -18.794
C 20.678 9.648 -7.574
O 20.485 9.455 -8.966
C 19.658 8.546 -9.432
O 18.982 7.744 -8.802
O 19.634 8.756 -10.774
C 18.706 8.053 -11.656
H 21.393 8.888 -7.258
H 19.826 9.351 -6.962
H 20.970 10.692 -7.465
H 19.122 7.123 -12.043
H 18.467 8.760 -12.451
H 17.788 7.771 -11.140
C 8.371 16.568 -18.215
O 9.323 15.584 -17.921
C 10.331 15.705 -16.964
O 10.552 16.746 -16.349
O 10.989 14.593 -16.953
C 12.131 14.464 -16.110
H 7.886 16.882 -17.291
H 7.600 16.173 -18.877
H 8.719 17.532 -18.586
H 12.372 15.360 -15.537
H 13.000 14.246 -16.731
H 11.967 13.696 -15.353